The following is a quantum chemistry calculation of a molecular structure, C27H25N3O2Rh, from the OMol25 dataset.

Calculated values
E_tot = -1468.92248 Ha
multiplicity = 1
energy relative to the best compared isomer or geometry (same formula, charge and spin) = 53.7 kJ/mol
LUMO (alpha / beta) = -3.68 / -3.68 eV
net charge = +1

```
58
Properties=species:S:1:pos:R:3:forces:R:3:mulliken_charge:R:1
Rh 0.221634 0.115368 0.022268 0.07 0.50 -0.49 0.434
O 0.634092 -0.022020 -6.904694 0.01 0.01 -0.04 -0.495
C -0.453271 0.653272 -6.314150 0.00 0.00 -0.01 -0.621
C -0.343309 0.551239 -4.819225 0.03 -0.01 -0.06 0.527
C -1.338742 1.071365 -4.003708 -0.05 0.02 0.01 -1.026
C -1.192503 0.989047 -2.635675 0.09 0.13 0.06 -0.216
N -0.136204 0.422842 -2.049760 0.42 0.05 -0.13 -0.512
C 0.801025 -0.149481 -2.834316 -0.26 -0.09 -0.06 0.448
C 0.737066 -0.072869 -4.216428 -0.02 -0.09 0.02 -0.207
C 1.862987 -0.899101 -2.124161 0.13 0.23 0.04 0.088
C 2.821846 -1.655746 -2.775478 0.03 0.13 -0.06 -0.506
C 3.819454 -2.283033 -2.045254 0.00 -0.01 -0.02 0.944
C 4.889579 -3.094058 -2.736482 0.01 0.00 0.00 -0.876
O 4.519731 -3.527569 -4.025108 -0.04 0.05 -0.01 -0.516
C 3.823179 -2.108321 -0.668902 0.06 0.03 0.04 -1.029
C 2.825884 -1.361898 -0.075307 -0.08 0.02 -0.03 -0.662
N 1.845421 -0.786046 -0.781537 -0.25 -0.74 0.01 -0.346
H 0.597594 0.087562 -7.860066 0.00 -0.01 0.04 0.309
H -1.411396 0.220749 -6.623572 0.00 0.00 0.00 0.343
H -0.463890 1.714049 -6.589563 0.00 0.00 0.00 0.343
H -2.215811 1.546230 -4.423732 -0.01 -0.01 0.01 0.431
H -1.945396 1.394394 -1.972635 -0.01 0.01 -0.01 0.399
H 1.505575 -0.505418 -4.837321 -0.01 0.01 -0.01 0.537
H 2.811066 -1.761199 -3.850188 0.01 -0.02 0.01 0.634
H 5.191585 -3.926872 -2.094421 -0.02 0.00 0.00 0.423
H 5.768321 -2.459878 -2.871021 0.01 -0.01 0.01 0.286
H 3.885345 -4.247970 -3.951304 0.03 -0.04 0.01 0.315
H 4.584846 -2.564671 -0.049625 0.00 0.01 0.00 0.439
H 2.776879 -1.220039 0.994227 -0.03 -0.05 0.01 0.720
C 0.182338 -0.910956 1.549780 -0.01 0.37 0.79 -0.226
C -0.091325 -1.678273 2.512140 0.14 -0.03 -0.23 0.246
C -0.369814 -2.488740 3.545367 0.02 0.06 -0.04 0.018
C -1.745047 -2.528381 4.078246 -0.05 -0.01 0.03 0.372
C -2.518231 -1.367115 4.115243 0.02 0.01 -0.01 -0.605
C -3.819656 -1.404258 4.581440 -0.02 0.00 0.01 -0.596
C -4.375719 -2.608343 4.995276 0.02 0.00 -0.01 -0.433
C -3.621894 -3.772152 4.944488 -0.02 0.00 0.01 -0.735
C -2.311279 -3.733794 4.498087 0.03 -0.01 -0.01 -0.057
C 0.686736 -3.320467 4.142325 0.03 -0.10 0.02 0.568
C 1.799175 -3.696082 3.383963 -0.03 -0.01 -0.05 -0.572
C 2.811013 -4.450637 3.945412 0.02 -0.02 0.02 -0.676
C 2.737059 -4.831675 5.280505 -0.02 0.02 -0.02 -0.427
C 1.645866 -4.451831 6.047703 0.01 0.00 0.02 -0.788
C 0.623976 -3.705484 5.483850 -0.01 0.05 0.01 -0.077
H -2.075400 -0.433983 3.791220 0.01 0.00 0.01 0.391
H -4.404473 -0.495015 4.624969 0.00 0.00 0.00 0.386
H -5.395184 -2.638988 5.355960 0.00 0.00 0.00 0.394
H -4.055896 -4.713625 5.253484 0.00 0.00 0.00 0.397
H -1.731796 -4.646310 4.445989 0.00 0.01 0.02 0.535
H 1.845999 -3.399998 2.343269 -0.01 -0.01 0.00 0.465
H 3.661146 -4.747908 3.345505 -0.01 0.00 0.00 0.396
H 3.530168 -5.420949 5.721083 0.00 0.00 0.00 0.394
H 1.591158 -4.733480 7.090672 0.00 0.00 0.00 0.401
H -0.211328 -3.391394 6.095135 -0.01 -0.02 -0.01 0.524
N -0.957466 1.790415 0.762504 -0.33 -0.46 0.07 -0.695
H -0.262566 2.404922 1.174252 -0.01 0.01 0.00 0.302
H -1.611787 1.541569 1.497201 0.02 -0.02 0.02 0.228
H -1.477943 2.320395 0.072109 0.04 0.05 0.00 0.265
```
Forces are in eV/Å.

=====

The following is a quantum chemistry calculation of a molecular structure, C27H26AgF10IN6O2, from the OMol25 dataset.

Calculated values
E_tot = -2966.66860 Ha
multiplicity = 1
LUMO = 3.40 eV
net charge = -2

```
73
Properties=species:S:1:pos:R:3:forces:R:3:mulliken_charge:R:1
Ag -7.441826 2.421138 14.171500 -0.38 0.34 0.11 0.208
C -5.048364 2.450499 12.265902 -0.50 0.08 -0.12 -1.194
N -6.469824 2.305492 11.869927 0.51 0.65 -0.41 1.185
C -6.742015 0.927853 11.451238 0.36 0.39 -0.91 -1.078
C -6.576855 -0.119847 12.521728 -0.11 -0.26 0.62 -1.079
N -7.033839 0.364177 13.800622 0.83 0.61 -1.71 0.426
C -7.231578 -0.570018 14.720621 -0.10 -0.58 1.51 -0.942
C -6.308788 -0.776294 15.781920 -0.38 -0.26 0.28 0.402
F -5.018301 -0.423620 15.619076 -0.01 0.57 -0.01 -0.340
C -6.678981 -1.266541 17.032725 -0.44 0.27 -1.19 0.378
F -5.861939 -1.164618 18.101622 -0.23 -0.27 -0.19 -0.335
C -7.967303 -1.767163 17.124396 0.15 0.35 -0.33 0.479
F -8.429792 -2.106151 18.322188 -0.43 -0.58 0.79 -0.364
C -8.809033 -1.837655 16.006899 -0.28 -0.43 0.39 0.440
F -10.014844 -2.450402 16.163636 0.48 0.33 -0.08 -0.359
C -8.438848 -1.278280 14.802882 -0.13 -0.82 0.13 0.455
F -9.235874 -1.424055 13.708430 0.38 0.47 0.92 -0.337
C -6.825273 3.213508 10.745663 -0.31 -0.02 -0.16 -1.211
C -6.950712 4.747231 10.969116 1.36 -0.10 1.28 -1.221
N -7.789354 5.142550 12.074486 -1.04 -0.11 -0.27 -0.263
C -9.037072 5.580538 11.791697 -0.02 -0.64 1.05 0.575
C -9.837745 6.215502 12.798738 -0.17 1.28 0.00 -0.013
F -9.463127 6.205391 14.113525 0.16 -0.19 -0.76 -0.414
C -10.926490 7.023013 12.470053 -0.89 -0.96 0.50 0.074
F -11.745507 7.580851 13.424300 1.31 -0.16 -0.79 -0.356
C -11.369888 7.056179 11.153559 -0.05 0.46 -0.55 0.647
F -12.400817 7.860833 10.785456 0.22 -0.15 0.14 -0.372
C -10.748707 6.260151 10.202285 -0.88 -0.06 0.21 -0.153
F -11.210435 6.239106 8.919464 0.06 -0.09 0.61 -0.358
C -9.770403 5.376074 10.599079 0.28 0.32 -0.42 0.177
F -9.532368 4.315826 9.774871 0.56 0.41 -0.07 -0.378
H -4.365160 2.227465 11.409335 -0.23 -0.10 0.40 0.336
H -4.872902 1.778360 13.130179 0.11 0.32 -0.57 0.138
H -4.857518 3.489934 12.575873 -0.13 -0.31 -0.03 0.361
H -6.154075 0.685775 10.514458 -0.17 0.01 0.74 0.302
H -7.773868 0.899590 11.145445 -0.55 0.12 -0.10 0.436
H -5.536660 -0.465122 12.653931 0.07 -0.08 -0.53 0.327
H -7.205295 -0.981553 12.220874 0.45 0.01 -0.20 0.410
H -7.785847 2.900001 10.297578 0.38 -0.10 0.53 0.559
H -6.069276 3.047244 9.975554 0.29 0.06 -0.48 0.352
H -7.226246 5.195958 9.996134 -0.03 -0.16 0.27 0.398
H -5.924197 5.182990 11.239671 -0.89 -0.66 -0.51 0.456
N -9.378177 3.956668 17.361352 0.85 -0.86 0.13 -0.344
C -9.907630 2.712730 17.108796 1.15 -0.03 -3.06 0.794
O -9.659782 2.055041 16.079774 0.08 1.09 1.89 -0.470
C -10.941578 2.244751 18.007126 -1.03 0.94 2.94 -1.223
I -10.056832 1.205199 19.765530 -0.25 0.45 -0.69 -0.050
H -8.445485 4.066797 16.934842 -0.62 0.36 -0.06 0.288
H -9.475011 4.309314 18.308509 0.03 -0.14 -0.33 0.234
H -11.551355 1.509941 17.567356 -0.68 -0.75 -0.55 0.431
H -11.538262 3.091882 18.460408 0.61 -1.09 -0.55 0.430
N -6.214917 5.720486 14.035102 0.69 -0.58 2.27 -0.231
C -6.130747 4.993146 15.188125 -1.14 0.28 -2.24 0.515
N -4.999600 5.118732 15.928381 0.24 -0.52 1.58 -0.455
O -7.048228 4.195068 15.517213 0.94 0.59 0.49 -0.690
H -5.517256 6.447918 13.937529 -0.35 -0.17 -0.33 0.142
H -7.050165 5.509149 13.346468 0.18 0.15 -0.73 0.394
H -4.188130 5.623557 15.603677 -0.32 -0.23 0.14 0.158
H -4.964145 4.554500 16.789929 0.17 0.62 -0.99 0.267
C -12.311191 3.556159 12.793477 0.65 -1.04 -0.55 -1.239
C -13.434172 4.163954 13.283647 0.11 -0.09 -1.24 1.378
C -14.680437 3.965363 12.592227 -1.10 0.08 0.90 -0.792
C -15.853010 4.585956 12.977408 0.32 0.33 -0.58 -0.364
C -15.853930 5.541374 13.984741 1.86 0.56 1.40 -0.653
C -14.604829 5.796962 14.673939 -1.09 -0.71 -1.10 -0.436
C -13.457716 5.118855 14.335875 0.36 0.60 1.42 -0.422
H -11.301779 3.719020 13.188803 -0.44 -0.13 -0.08 0.148
H -12.460347 2.818593 11.966452 0.44 0.67 0.72 0.034
H -14.741037 3.229443 11.817591 0.20 -0.30 -0.51 0.245
H -16.755169 4.448835 12.376323 0.06 -0.24 0.19 0.279
H -16.679214 6.118275 14.322975 -0.93 0.23 -0.11 0.361
H -14.605563 6.562021 15.442972 0.13 -0.04 0.13 0.321
H -12.521593 5.280416 14.919261 -0.68 0.01 -0.57 0.198
```
Forces are in eV/Å.

=====

The following is a quantum chemistry calculation of 3 unconnected molecules or ions with the total composition C27H26BrF10O10PS, from the OMol25 dataset.

Calculated values
E_tot = -6107.99917 Ha
multiplicity = 1
SMILES = O=C1C(C[C@H]2CO2)=C(C(F)(F)c2cccc(C(F)(F)F)c2)C(=O)C(S(=O)(=O)C(F)(F)C(F)(F)F)=C1P(O)Br.CCOC(C)=O.CCOC(C)=O
LUMO = -3.38 eV
net charge = 0

```
76
Properties=species:S:1:pos:R:3:forces:R:3:mulliken_charge:R:1
O -2.346278 2.036034 -0.978654 3.87 -7.24 -1.97 -0.525
C -1.698927 0.898028 -1.240892 -1.72 3.29 1.97 -0.097
C -1.239421 -0.070328 0.017785 2.22 -1.69 -0.15 0.469
C -2.096494 0.046355 1.401456 -2.22 -0.62 -0.86 -0.582
C -3.630784 -0.841002 1.182414 2.20 -3.31 1.16 0.211
C -3.475633 -2.299488 0.267275 -2.50 1.61 0.51 -0.797
O -3.719102 -2.218196 1.896988 -1.34 5.85 -2.59 -0.381
C -0.076631 -0.979718 -0.161287 -3.32 2.28 -0.98 0.334
C 0.493711 -1.989285 0.991018 1.48 -1.06 -0.61 0.957
F -0.525733 -2.660420 1.824658 2.94 2.46 -2.51 -0.237
F 1.197324 -3.103162 0.248429 -2.13 2.94 2.03 -0.291
C 1.665520 -1.194005 1.815670 3.70 1.60 2.04 0.070
C 3.243402 -1.388090 1.297722 -0.08 1.93 2.34 -0.322
C 4.535897 -0.632742 2.022444 -4.17 1.12 2.02 -0.557
C 4.260241 0.365570 3.292258 -3.08 -2.52 -2.55 -0.461
C 2.682844 0.584119 3.798593 0.63 -1.58 -2.10 0.004
C 2.524864 1.644046 5.083068 0.65 -1.78 -2.26 0.703
F 3.062681 0.885740 6.265199 -1.99 3.34 -3.10 -0.168
F 3.435522 2.794475 4.739370 -3.36 -3.33 2.08 -0.238
F 1.102719 2.029907 5.219010 5.01 -0.78 0.35 -0.236
C 1.393123 -0.179350 3.115858 3.51 -0.49 -1.57 -0.210
C 0.690141 -0.881415 -1.645019 6.03 -0.99 -0.53 0.107
O 2.030829 -1.068194 -1.774023 -8.78 1.05 0.75 -0.528
C -0.148584 -0.490074 -3.035329 -3.21 2.90 3.75 0.322
S 0.319012 -1.041009 -4.762082 -6.64 0.81 -6.71 1.056
O 0.149453 0.090661 -5.849643 1.73 -3.28 4.93 -0.496
O -0.715069 -2.153542 -5.186107 4.58 3.18 2.67 -0.561
C 2.100536 -1.632874 -4.941972 3.76 0.80 -2.15 0.482
F 2.323946 -1.811125 -6.425741 -1.11 0.77 5.09 -0.237
F 3.082801 -0.575885 -4.530619 -3.51 -3.77 -1.17 -0.222
C 2.374399 -3.099436 -4.259977 2.26 -3.07 1.34 0.713
F 3.591316 -3.072404 -3.378230 -4.42 0.02 -3.13 -0.226
F 2.715110 -4.074788 -5.362753 -1.64 3.32 4.24 -0.234
F 1.252278 -3.601289 -3.409292 3.98 1.88 -3.35 -0.186
C -1.360870 0.392239 -2.796303 2.96 -1.56 1.65 -0.139
P -2.558633 0.994136 -4.158727 -1.47 -0.67 -1.63 0.249
O -4.224095 0.483460 -3.810281 1.88 3.03 1.02 -0.537
Br -2.464250 3.304763 -4.098922 -0.15 -1.42 0.50 -0.161
H -2.540205 1.118718 1.586179 1.47 -1.93 -0.49 0.430
H -1.597896 -0.404675 2.355793 -0.86 0.80 -2.13 0.050
H -4.668447 -0.152711 1.015081 3.00 -2.27 0.52 0.358
H -4.375333 -1.865622 -0.391220 0.04 -0.83 1.55 0.211
H -4.034133 -3.298473 0.418762 1.98 0.49 -0.96 0.393
H 3.532300 -2.065414 0.358576 -1.12 1.64 2.36 0.276
H 5.657559 -0.780356 1.661744 -2.86 0.22 0.72 0.295
H 5.186768 0.883618 3.796614 -2.33 -1.01 -0.96 0.303
H 0.272234 -0.009321 3.485177 2.96 -0.32 -0.73 0.191
H -4.771291 1.298438 -3.530487 1.14 -1.75 -0.44 0.370
C -0.925921 2.320924 -8.567183 0.01 0.17 -0.18 -1.044
C -2.105493 1.608671 -7.935612 0.31 0.04 -0.06 0.499
O -3.219448 2.505447 -7.773672 -0.64 0.04 0.20 -0.240
C -4.147325 2.753787 -8.728457 -1.28 1.09 0.48 0.712
C -3.865592 2.329714 -10.137729 -0.28 -0.60 -0.39 -0.906
O -5.165517 3.385094 -8.453105 1.98 -1.17 -0.13 -0.602
H -1.164317 2.678115 -9.572948 0.04 -0.12 0.04 0.351
H -0.062541 1.653446 -8.632462 -0.10 0.05 0.06 0.353
H -0.648794 3.200320 -7.976765 -0.03 -0.20 0.02 0.289
H -2.398454 0.709367 -8.484407 -0.04 0.14 -0.03 0.275
H -1.826780 1.278140 -6.929129 -0.27 0.17 -0.18 -0.474
H -3.370070 3.147020 -10.668187 -0.03 -0.12 0.07 0.249
H -4.818444 2.108364 -10.629033 0.16 0.30 0.11 0.299
H -3.268261 1.422307 -10.212505 0.19 0.17 0.01 0.325
C 3.346829 0.283181 9.499071 0.09 0.07 0.23 -0.971
C 2.100656 -0.337574 8.899657 0.20 0.07 0.06 -0.249
O 1.558440 -1.344896 9.772943 -0.42 -0.38 0.00 -0.372
C 0.694594 -1.095536 10.785778 -0.63 -1.48 0.95 0.709
C 0.507913 0.318565 11.244828 -0.58 0.49 -0.14 -0.855
O 0.135708 -2.024175 11.365743 1.23 1.54 -1.36 -0.574
H 3.127030 0.796666 10.439285 -0.02 0.03 -0.14 0.281
H 3.789870 1.003744 8.806455 -0.06 -0.09 0.06 0.351
H 4.088063 -0.489781 9.726734 -0.13 0.07 -0.14 0.289
H 1.343703 0.406287 8.636139 0.03 -0.05 0.14 0.337
H 2.367921 -0.848306 7.968173 -0.21 -0.12 0.32 0.216
H 1.220048 0.534952 12.045427 -0.07 -0.01 -0.12 0.241
H -0.510539 0.424641 11.631872 0.30 -0.17 0.11 0.294
H 0.608000 1.055605 10.449506 0.24 0.00 0.07 0.291
```
Forces are in eV/Å.